--- i ---
Computed, not measured: a cluster of 2 separate species, C5H13N2 in total, with ωB97M-V/def2-TZVPD.

ORCA input file:
```
! wB97M-V def2-TZVPD RIJCOSX def2/J DEFGRID3
* xyz 1 1
C -0.77 -2.25 -0.50
C 0.48 -1.86 0.27
C 2.09 -0.52 -0.79
N 1.00 -0.56 -0.14
H -1.07 -3.26 -0.22
H -1.62 -1.61 -0.28
H -0.57 -2.24 -1.58
H 1.24 -2.63 0.11
H 0.26 -1.82 1.34
H 2.55 -1.44 -1.13
H 2.54 0.44 -1.02
C -1.64 1.56 -0.50
C -0.27 2.38 1.27
N -0.58 1.41 0.51
H -2.20 0.63 -0.50
H -1.17 1.71 -1.47
H -2.32 2.36 -0.22
H -0.87 3.28 1.29
H 0.59 2.31 1.92
H 0.16 0.51 0.31
*
```



--- ii ---
Computed, not measured: a structure of composition C5H13N2, with ωB97M-V/def2-TZVPD.

ORCA input file:
```
! wB97M-V def2-TZVPD RIJCOSX def2/J DEFGRID3
* xyz 1 1
C 1.18 -1.07 -0.52
C 0.79 1.22 1.72
C -0.82 -0.95 -1.94
C -1.14 -0.92 0.55
C 0.27 1.61 0.42
N 0.40 0.72 -0.75
N -0.21 -0.61 -0.58
H 1.75 -1.31 -1.44
H 1.81 -0.92 0.33
H 1.78 0.90 1.41
H 0.79 2.12 2.43
H 0.39 0.28 2.15
H -0.05 -1.30 -2.67
H -1.69 -1.54 -1.80
H -1.12 0.11 -2.40
H -0.72 -0.60 1.55
H -2.04 -0.25 0.43
H -1.67 -1.85 0.37
H -0.85 2.01 0.51
H 0.81 2.41 0.04
*
```



--- iii ---
Computed, not measured: the ion C5H13N2 with charge +1, with ωB97M-V/def2-TZVPD.

ORCA input file:
```
! wB97M-V def2-TZVPD RIJCOSX def2/J DEFGRID3
* xyz 1 1
C -2.21 -0.07 -0.36
C -0.92 -0.17 -0.06
C -0.42 -0.50 1.33
C 1.06 -0.84 1.44
N 1.83 0.36 1.03
N 0.13 -0.02 -1.08
C -0.06 1.00 -2.14
H -2.61 0.28 -1.30
H -3.01 -0.06 0.37
H -0.54 0.45 1.87
H -1.07 -1.07 1.99
H 1.48 -1.31 2.34
H 1.28 -1.68 0.77
H 2.65 0.12 0.48
H 2.12 0.87 1.85
H 0.51 -0.84 -1.54
H 0.83 0.36 -0.37
H -0.20 2.01 -1.79
H 0.83 1.01 -2.77
H -0.88 0.63 -2.76
*
```

SMILES	C=C(CCN)[NH2+]C



--- iv ---
Computed, not measured: a cluster of 2 separate species, C5H13N2 in total, with ωB97M-V/def2-TZVPD.

ORCA input file:
```
! wB97M-V def2-TZVPD RIJCOSX def2/J DEFGRID3
* xyz 1 1
C 0.04 1.51 -1.44
C -0.75 0.55 -1.75
C 0.99 -0.60 1.58
C -0.56 -0.34 -2.96
C -0.79 -0.09 3.11
N 1.44 -0.87 0.34
N -0.23 -0.08 1.79
H 0.81 1.89 -2.12
H 0.00 2.20 -0.62
H -1.57 0.22 -1.24
H 1.63 -1.01 2.31
H -1.14 -1.29 -2.98
H 0.56 -0.60 -3.03
H -0.69 0.19 -3.86
H -1.77 0.28 3.17
H -0.86 -1.18 3.43
H -0.06 0.38 3.75
H 2.31 -1.32 0.05
H 1.00 -0.35 -0.42
H -0.36 0.50 0.89
*
```



Stability summary - winner: i; margin: 0.0052 hartree.



--- i ---
Computed, not measured: a structure of composition C3H2O3Rh, with ωB97M-V/def2-TZVPD.

ORCA input file:
```
! wB97M-V def2-TZVPD RIJCOSX def2/J DEFGRID3
* xyz 2 6
O -2.94 2.25 0.43
C -2.16 1.47 0.25
O 1.28 0.14 0.55
C 2.02 -0.73 -0.03
C 1.40 -1.74 -0.82
O 0.13 -1.65 -1.04
H 2.01 -2.43 -1.42
Rh -0.51 -0.06 -0.17
H 2.91 -1.17 0.49
*
```



--- ii ---
Computed, not measured: a structure of composition C3H2O3Rh, with ωB97M-V/def2-TZVPD.

ORCA input file:
```
! wB97M-V def2-TZVPD RIJCOSX def2/J DEFGRID3
* xyz 2 6
C -1.86 0.66 -0.03
C -1.33 -0.47 -0.46
O -0.18 -1.04 -0.34
H -2.34 -0.74 0.36
H -2.39 1.41 -0.61
C 1.23 -0.44 0.35
O 1.16 0.74 0.66
O 2.25 -1.11 0.19
Rh 3.46 1.00 -0.12
*
```



Stability summary - winner: i; margin: 0.1640 hartree.



--- i ---
Computed, not measured: the ion C3H6NO3 with charge -1, with ωB97M-V/def2-TZVPD.

ORCA input file:
```
! wB97M-V def2-TZVPD RIJCOSX def2/J DEFGRID3
* xyz -1 1
N -0.13 -0.94 1.34
C -0.18 0.23 0.42
C 1.23 0.58 0.02
O 2.00 1.11 1.18
C -0.96 -0.27 -0.93
O -1.83 -1.12 -0.66
O -0.54 0.21 -1.98
H -1.09 -1.26 1.44
H 0.14 -0.63 2.27
H -0.66 1.06 0.96
H 1.27 1.39 -0.71
H 1.88 -0.23 -0.30
H 1.39 1.72 1.60
*
```

SMILES	N[C@@H](CO)C(=O)[O-]



--- ii ---
Computed, not measured: the ion C3H6NO3 with charge -1, with ωB97M-V/def2-TZVPD.

ORCA input file:
```
! wB97M-V def2-TZVPD RIJCOSX def2/J DEFGRID3
* xyz -1 1
O 1.68 -1.48 2.42
C 0.61 -1.43 1.82
O -0.51 -1.96 1.70
N 0.58 -0.18 1.01
C -0.42 0.43 0.12
C -0.05 0.24 -1.37
O -0.85 1.07 -2.27
H 1.40 0.42 1.18
H -1.41 -0.06 0.16
H -0.59 1.49 0.39
H 0.93 0.31 -1.74
H -0.45 -0.81 -1.62
H -0.93 1.95 -1.81
*
```

SMILES	O=C([O-])NCCO



Stability summary - winner: i; margin: 0.0162 hartree.



--- i ---
Computed, not measured: the molecule C6H7NO4, with ωB97M-V/def2-TZVPD.

ORCA input file:
```
! wB97M-V def2-TZVPD RIJCOSX def2/J DEFGRID3
* xyz 0 1
C 1.65 1.20 -1.33
C 0.89 0.04 -0.72
C 1.40 -1.14 -0.39
C 0.37 -1.87 0.34
O 0.28 -2.91 0.91
N -0.72 -0.99 0.26
C -1.91 -1.07 1.07
O -3.03 -0.65 0.30
C -2.26 -0.41 2.56
O -3.01 0.51 2.62
O -0.41 0.20 -0.44
H 1.05 1.75 -2.10
H 2.62 0.94 -1.87
H 1.80 1.98 -0.61
H 2.37 -1.51 -0.63
H -1.92 -2.14 1.15
H -2.89 0.27 0.13
H -1.77 -0.92 3.45
*
```

SMILES	Cc1cc(=O)n([C@H](O)C=O)o1



--- ii ---
Computed, not measured: the molecule C6H7NO4, with ωB97M-V/def2-TZVPD.

ORCA input file:
```
! wB97M-V def2-TZVPD RIJCOSX def2/J DEFGRID3
* xyz 0 1
C 0.70 -2.82 0.45
C 0.87 -1.59 1.14
C 0.74 0.00 1.66
N 0.33 0.90 0.48
C -0.98 0.27 -0.05
C -1.91 1.41 -0.84
O -1.35 2.61 -0.99
O -3.27 1.02 -1.27
C 1.38 0.85 -0.62
O 1.10 0.93 -1.93
O 2.83 0.66 -0.29
H 0.37 -3.70 -0.29
H 1.78 0.35 2.10
H -0.09 0.06 2.51
H -1.54 -0.20 0.88
H -0.77 -0.56 -0.88
H -3.34 0.00 -1.32
H 3.15 -0.19 -0.75
*
```

SMILES	C#CCN(CC(=O)O)C(=O)O



Stability summary - winner: i; margin: 0.1958 hartree.



--- i ---
Computed, not measured: the molecule C6H12N2O, with ωB97M-V/def2-TZVPD.

ORCA input file:
```
! wB97M-V def2-TZVPD RIJCOSX def2/J DEFGRID3
* xyz 0 1
C -1.71 1.59 -0.64
C -1.27 0.34 -0.48
C -1.38 -0.70 -1.55
C -0.63 -0.01 0.82
O -1.08 0.37 1.90
C 0.52 -1.02 0.80
N 0.57 -1.77 1.98
N 1.50 0.20 0.74
C 1.85 0.84 -0.51
H -1.67 2.29 0.18
H -2.18 1.92 -1.55
H -0.42 -0.86 -2.05
H -1.71 -1.65 -1.13
H -2.10 -0.39 -2.31
H 0.67 -1.61 -0.11
H 1.49 -2.14 2.18
H 0.21 -1.21 2.76
H 1.43 0.84 1.52
H 2.76 1.41 -0.36
H 2.05 0.07 -1.27
H 1.07 1.50 -0.91
*
```

SMILES	C=C(C)C(=O)[C@H](N)NC



--- ii ---
Computed, not measured: a cluster of 3 separate species, C6H12N2O in total, with ωB97M-V/def2-TZVPD.

ORCA input file:
```
! wB97M-V def2-TZVPD RIJCOSX def2/J DEFGRID3
* xyz 0 1
C 0.38 0.49 0.74
C -0.64 -0.05 0.02
C -0.79 1.38 0.49
C -1.14 -1.07 -0.94
C -1.20 -0.93 1.89
C 1.02 0.94 -1.52
N 1.51 0.38 1.44
N 1.76 0.01 -2.21
O 1.09 2.13 -1.79
H 2.14 -0.38 1.24
H 1.91 1.21 1.84
H 1.55 -0.97 -2.10
H 2.27 0.29 -3.04
H -0.65 2.18 -0.23
H -1.46 1.61 1.31
H -1.19 -0.65 -1.94
H -0.48 -1.94 -0.95
H -2.13 -1.41 -0.64
H -2.27 -0.90 1.75
H -0.90 -0.39 2.79
H -0.78 -1.94 1.85
*
```



--- iii ---
Computed, not measured: the molecule C6H12N2O, with ωB97M-V/def2-TZVPD.

ORCA input file:
```
! wB97M-V def2-TZVPD RIJCOSX def2/J DEFGRID3
* xyz 0 1
H 1.82 2.05 0.03
N 2.54 1.50 -0.37
C 2.12 0.38 -0.69
N 0.83 -0.23 -0.74
C 0.38 -1.48 -0.43
C -0.10 -0.39 0.44
C 0.63 -0.46 1.65
C -1.30 0.42 0.24
C -2.00 0.10 -1.02
O -0.94 1.80 0.43
H 2.82 -0.36 -1.15
H 1.02 -2.29 -0.13
H -0.18 -1.91 -1.28
H -0.17 -0.71 2.41
H 1.42 -1.33 1.56
H 1.28 0.38 2.09
H -2.05 0.10 0.96
H -1.30 0.16 -2.02
H -2.72 0.93 -0.94
H -2.46 -0.99 -0.83
H -1.64 2.34 -0.23
*
```

SMILES	[H]/N=C\N1C[C@]1(C)[C@H](C)O



--- iv ---
Computed, not measured: a structure of composition C6H12N2O, with ωB97M-V/def2-TZVPD.

ORCA input file:
```
! wB97M-V def2-TZVPD RIJCOSX def2/J DEFGRID3
* xyz 0 1
C 3.40 0.05 0.74
C 2.43 1.30 0.71
C 0.22 0.85 0.79
C -1.13 0.20 0.63
C -1.69 -0.38 -0.40
C -3.35 -0.56 -0.43
H 3.25 -0.37 1.82
H 4.68 0.29 0.27
H 2.84 -1.03 0.18
H 2.85 1.98 -0.10
H 2.22 1.95 1.48
H 0.60 1.20 1.72
H -1.84 0.21 1.53
H -3.90 -0.20 -1.38
H -3.69 -0.10 0.54
H -3.57 -1.66 -0.34
H 0.07 -0.54 -1.68
H -2.54 -1.91 -2.38
N 1.27 0.50 0.24
N -0.78 -0.91 -1.26
O -1.37 -0.87 -2.68
*
```



Stability summary - winner: i; margin: 0.0913 hartree.